A molecular structure, C15H20N2O5S. Source: the OMol25 dataset; level of theory: ωB97M-V with the def2-TZVPD basis set.

The value obtained for the relative energy (zero: lowest compared OMol25 entry of this formula, charge and spin) is 18.6437 eV. Its HOMO energy is -8.89 eV. For the max |F|, the calculation gives 19.49 eV/A. As for the net charge: 0. Its lowest unoccupied orbital energy is -0.57 eV. The calculation puts the calculated total energy at -1466.88406 Ha.

Each line ends with the Mulliken charge.
Geometry (Å):
C (2.59290, 1.32909, 2.56876)  -1.861
H (1.69307, 0.68804, 3.01519)  0.300
H (2.96150, 1.85428, 3.26159)  0.724
H (3.23132, 0.78350, 2.06467)  0.412
C (1.79642, 2.53630, 1.74707)  1.455
C (0.97883, 3.31270, 2.39573)  -1.568
H (0.25163, 2.65139, 2.79274)  0.363
H (1.30006, 3.88777, 3.12031)  0.550
H (0.50494, 4.16325, 1.58956)  0.288
C (1.31084, 1.71087, 0.39111)  -1.595
H (1.12406, 0.70277, 0.37299)  0.499
C (2.46971, 1.95466, -0.80811)  0.715
C (3.21222, 3.06615, 0.00263)  0.070
O (4.19901, 3.49251, -0.84606)  -0.723
O (2.88860, 3.37828, 1.08254)  -0.226
C (2.16283, 2.06346, -2.08710)  -0.858
H (1.27194, 2.84357, -1.97088)  0.216
H (2.97724, 2.43218, -2.62266)  0.542
C (1.34061, 0.81544, -2.93171)  -1.478
C (0.22915, 0.40016, -2.23577)  0.747
O (-0.80250, 1.36013, -2.04828)  -0.704
N (0.24966, -0.89158, -1.92803)  -0.059
C (-0.95490, -1.59617, -1.36251)  0.775
C (-0.64891, -2.99061, -1.02561)  -0.903
C (-1.98252, -3.49688, -0.60525)  -0.034
C (-3.07906, -3.08191, -0.09641)  0.560
C (-3.23487, -1.66774, -0.14841)  -0.969
C (-2.25436, -0.96207, -1.08303)  -0.764
H (-2.22588, 0.09150, -1.08410)  0.526
H (-4.14264, -1.31416, -0.02706)  0.589
S (-4.32928, -3.96074, 0.60178)  1.128
O (-4.15098, -5.25568, 0.47146)  -0.567
O (-5.57638, -3.42839, 0.40899)  -0.603
N (-3.93099, -3.63653, 2.46235)  -0.650
H (-4.64640, -3.16002, 2.86811)  0.237
H (-3.69129, -4.62028, 2.63097)  0.285
H (-1.84959, -4.59798, -0.23171)  0.190
H (0.30460, -3.56872, -1.24668)  0.323
H (0.88541, -1.43064, -2.09509)  0.026
H (2.32758, 0.03461, -2.90587)  0.234
H (1.31424, 0.94286, -3.76905)  1.039
H (3.37009, 0.85070, -0.72532)  0.190
H (0.55208, 2.31395, 0.03617)  0.581

A molecular structure, C15H21As2AuNOSbSe4. Source: the OMol25 dataset; level of theory: ωB97M-V with the def2-TZVPD basis set.

The value obtained for the relative energy (zero: lowest compared OMol25 entry of this formula, charge and spin) is 0.1404 eV. Its HOMO energy (spin up / spin down) is -10.70 / -10.67 eV. As for the spin multiplicity: 4. For the max |F|, the calculation gives 0.80 eV/A. As for the net charge: +1. Its lowest unoccupied orbital energy (spin up / spin down) is -3.32 / -5.56 eV. The calculation puts the calculated total energy at -15167.09074 Ha.

Each line ends with the Mulliken spin population.
Geometry (Å):
Au (0.63730, 0.36551, -0.14148)  0.380
C (-0.25398, -3.13619, -1.62334)  0.027
As (-0.91515, -1.48454, -0.85735)  0.280
C (-2.46062, -2.01735, 0.18750)  0.023
C (-1.79152, -0.58932, -2.35564)  0.037
C (-2.24049, -1.31038, -3.45433)  -0.006
C (-2.84194, -0.65788, -4.52236)  0.000
C (-2.99649, 0.71913, -4.50224)  0.001
C (-2.55166, 1.44984, -3.40898)  0.001
C (-1.95612, 0.80031, -2.33631)  -0.026
As (-1.24251, 1.77480, -0.83050)  0.107
C (-0.88048, 3.55615, -1.48608)  0.009
C (-2.68793, 2.06759, 0.42261)  0.010
H (-1.10000, -3.74022, -1.94832)  0.014
H (0.30521, -3.67604, -0.86164)  0.000
H (0.40816, -2.90758, -2.45698)  -0.004
H (-3.23106, -2.33046, -0.51554)  0.011
H (-2.79319, -1.18217, 0.79442)  -0.008
H (-2.18445, -2.84136, 0.84241)  0.002
H (-2.11499, -2.38442, -3.50228)  -0.002
H (-3.17793, -1.22850, -5.37771)  0.000
H (-3.45288, 1.22715, -5.34084)  0.000
H (-2.66368, 2.52709, -3.40749)  -0.001
H (-1.81530, 4.06977, -1.70614)  0.006
H (-0.25648, 3.50326, -2.37603)  0.002
H (-0.34478, 4.09736, -0.70833)  0.001
H (-3.58590, 2.33582, -0.13251)  0.005
H (-2.39927, 2.88560, 1.08062)  0.003
H (-2.84657, 1.17245, 1.01671)  -0.003
O (-0.97550, -0.12726, 2.15522)  0.024
N (-0.66709, -0.06151, 3.41891)  -0.001
C (-1.62550, -0.22780, 4.35454)  0.000
C (-1.32279, -0.16524, 5.69695)  0.000
C (-0.01877, 0.07150, 6.10211)  0.000
C (0.95145, 0.24056, 5.12786)  0.001
C (0.60777, 0.17112, 3.79643)  0.005
H (-2.61033, -0.40978, 3.95392)  -0.001
H (-2.11914, -0.30367, 6.41367)  0.000
H (0.23384, 0.12328, 7.15104)  0.000
H (1.98376, 0.42763, 5.38623)  0.000
H (1.30082, 0.29467, 2.97905)  -0.001
Se (1.63393, 0.59628, -2.81747)  0.742
Sb (3.49858, -0.75082, -1.82206)  -0.078
Se (5.67198, 0.40679, -2.09302)  0.987
Se (3.67632, -2.98505, -2.52267)  0.078
Se (2.81846, -0.30182, 0.57412)  0.372

A molecular structure, C15H21AsCuN5OS2. Source: the OMol25 dataset; level of theory: ωB97M-V with the def2-TZVPD basis set.

The value obtained for the relative energy (zero: lowest compared OMol25 entry of this formula, charge and spin) is 0.0860 eV. Its HOMO energy (spin up / spin down) is -10.65 / -10.65 eV. As for the spin multiplicity: 2. For the max |F|, the calculation gives 1.81 eV/A. As for the net charge: +1. Its lowest unoccupied orbital energy (spin up / spin down) is -3.27 / -3.44 eV. The calculation puts the calculated total energy at -5605.67475 Ha.

Each line ends with the Mulliken spin population.
Geometry (Å):
Cu (-0.28270, 0.15740, -0.38730)  0.565
N (-3.39130, 3.13490, 0.33760)  0.009
C (-2.39490, 2.34040, -0.08550)  -0.026
S (-2.66690, 0.64370, -0.01700)  0.179
N (-1.29290, 2.90030, -0.53460)  0.010
N (-0.31090, 2.08280, -0.86190)  0.080
C (0.69340, 2.47700, -1.57010)  0.017
C (1.73370, 1.52260, -1.84160)  -0.010
C (2.90080, 1.84060, -2.54100)  0.000
C (3.86250, 0.86260, -2.71820)  -0.003
C (3.62440, -0.41870, -2.23550)  0.003
C (2.43070, -0.66520, -1.57350)  -0.002
N (1.52370, 0.27700, -1.37810)  0.054
H (-4.29400, 2.71040, 0.47780)  -0.001
H (-3.35790, 4.11760, 0.11740)  -0.003
H (0.75130, 3.49070, -1.95490)  0.005
H (3.03730, 2.83780, -2.92720)  0.000
H (4.78130, 1.08800, -3.23880)  0.000
H (4.34830, -1.20730, -2.36900)  0.001
H (2.17810, -1.65010, -1.20680)  0.001
S (-0.49850, -2.13250, -0.85650)  0.129
C (-1.82310, -2.59850, 0.08350)  -0.008
N (-2.04080, -1.99070, 1.27150)  0.005
C (-3.12290, -2.23290, 2.02820)  0.001
C (-4.04220, -3.16590, 1.64510)  0.000
C (-3.82050, -3.87910, 0.45370)  0.002
C (-2.72650, -3.59940, -0.31890)  -0.005
H (-1.36350, -1.26710, 1.54950)  -0.005
H (-3.21290, -1.65700, 2.93480)  0.001
H (-4.92170, -3.34110, 2.24050)  0.000
H (-4.52260, -4.64010, 0.15290)  0.000
H (-2.54380, -4.10060, -1.25330)  0.001
C (1.82390, 0.36260, 4.00960)  0.000
As (0.57180, 1.17460, 2.76300)  -0.001
C (1.49120, 2.64160, 1.87430)  -0.002
C (-0.87700, 1.97500, 3.79960)  0.000
O (0.01630, 0.00250, 1.74250)  0.005
H (2.16410, 1.10650, 4.72830)  0.000
H (2.67300, -0.02970, 3.44690)  0.000
H (1.34050, -0.46270, 4.53640)  0.000
H (1.98380, 3.26950, 2.61580)  0.000
H (0.77240, 3.24440, 1.31930)  0.000
H (2.23670, 2.24460, 1.18540)  0.000
H (-0.45690, 2.69810, 4.49520)  0.000
H (-1.40550, 1.20310, 4.36000)  0.000
H (-1.57420, 2.47620, 3.12790)  0.000

A molecular structure, C15H21Cl27O5S. Source: the OMol25 dataset; level of theory: ωB97M-V with the def2-TZVPD basis set.

Its HOMO energy is -10.64 eV. For the max |F|, the calculation gives 1.00 eV/A. As for the net charge: 0. Its lowest unoccupied orbital energy is 0.35 eV. The calculation puts the calculated total energy at -13783.65300 Ha.

Each line ends with the Mulliken charge.
Geometry (Å):
O (1.71662, -2.26816, -0.43234)  -0.618
S (2.18103, -1.42580, -1.46593)  1.254
O (3.29678, -0.60099, -1.24859)  -0.634
O (2.33717, -2.31881, -2.76096)  -0.082
C (1.02292, -2.44702, -3.34518)  -0.531
C (0.06613, -1.54991, -2.53613)  0.339
C (-1.00414, -1.03370, -3.46016)  -1.174
C (-2.15059, -0.27239, -2.80812)  -0.825
C (-2.90899, -1.05944, -1.74763)  -0.361
C (-3.60936, -2.28963, -2.28470)  -0.662
O (-4.58466, -1.85704, -3.22582)  -0.514
O (1.01323, -0.53780, -2.05848)  -0.310
H (1.12184, -2.03112, -4.34379)  0.389
H (0.65136, -3.46550, -3.39400)  0.320
H (-0.33398, -2.05071, -1.66269)  0.241
H (-1.41047, -1.91950, -3.95272)  0.394
H (-0.52039, -0.43244, -4.22874)  0.497
H (-1.75503, 0.63579, -2.36540)  0.076
H (-2.85262, 0.03129, -3.58035)  0.474
H (-2.27638, -1.36353, -0.91470)  0.360
H (-3.69499, -0.41311, -1.36177)  0.306
H (-2.91197, -3.00579, -2.72774)  0.306
H (-4.10613, -2.78160, -1.44596)  0.403
H (-5.11125, -2.60883, -3.51046)  0.293
C (-1.58263, 2.54484, 0.55958)  -0.046
Cl (-0.45411, 1.68298, -0.48769)  -0.007
Cl (-3.25644, 2.13316, 0.17900)  -0.111
Cl (-1.22795, 2.22914, 2.25283)  -0.057
H (-1.45707, 3.60554, 0.38213)  0.253
C (5.94846, -0.78967, -3.21409)  0.265
Cl (4.66949, -0.18633, -4.26801)  -0.133
Cl (6.69140, -2.22920, -3.91915)  -0.126
Cl (7.15638, 0.46105, -2.92303)  -0.146
H (5.50466, -1.05789, -2.26390)  0.117
C (4.99099, -6.00104, -3.35666)  0.185
Cl (4.16604, -4.44817, -3.42282)  0.021
Cl (5.02048, -6.62925, -1.71279)  -0.126
Cl (4.24669, -7.16266, -4.45957)  -0.144
H (6.01586, -5.85372, -3.67158)  0.094
C (9.09492, -7.90698, -2.11408)  0.035
Cl (8.20417, -7.66358, -3.62113)  -0.108
Cl (8.49670, -6.85729, -0.83396)  -0.102
Cl (9.03088, -9.59797, -1.62406)  -0.121
H (10.12883, -7.65103, -2.30018)  0.307
C (-5.05916, 5.13397, -1.58020)  -0.094
Cl (-5.37066, 4.86206, 0.13509)  -0.028
Cl (-3.46075, 4.53782, -2.03247)  -0.087
Cl (-6.31010, 4.39156, -2.57206)  -0.125
H (-5.07939, 6.20079, -1.75515)  0.333
C (-6.81667, 4.78155, 4.62890)  0.057
Cl (-8.47943, 4.23377, 4.82483)  -0.131
Cl (-6.27895, 4.56700, 2.96025)  -0.067
Cl (-6.64036, 6.46077, 5.13110)  -0.121
H (-6.18506, 4.17394, 5.26309)  0.244
C (-1.41651, 6.11109, 4.19578)  -0.130
Cl (-0.28527, 5.21664, 3.18886)  -0.062
Cl (-3.06565, 5.67155, 3.75005)  -0.028
Cl (-1.11896, 5.79953, 5.90493)  -0.117
H (-1.28217, 7.16861, 4.01419)  0.353
C (2.61690, 2.54133, 5.03599)  -0.099
Cl (1.27049, 1.91659, 5.98668)  -0.040
Cl (2.14417, 2.66090, 3.34447)  -0.067
Cl (3.14122, 4.10860, 5.65581)  -0.127
H (3.44823, 1.85419, 5.11234)  0.345
C (-2.35852, 1.14689, 8.09020)  -0.004
Cl (-0.94860, 0.08978, 8.00905)  -0.121
Cl (-2.41832, 1.99900, 9.63194)  -0.127
Cl (-2.36737, 2.28625, 6.74328)  -0.052
H (-3.24302, 0.52959, 8.01454)  0.304

A molecular structure, C15H21Cl3CoF4N6Si. Source: the OMol25 dataset; level of theory: ωB97M-V with the def2-TZVPD basis set.

The value obtained for the relative energy (zero: lowest compared OMol25 entry of this formula, charge and spin) is 0.1456 eV. Its HOMO energy (spin up / spin down) is -7.70 / -7.73 eV. As for the spin multiplicity: 2. For the max |F|, the calculation gives 0.79 eV/A. As for the net charge: 0. Its lowest unoccupied orbital energy (spin up / spin down) is -0.01 / 0.34 eV. The calculation puts the calculated total energy at -4365.13197 Ha.

Each line ends with the Mulliken spin population.
Geometry (Å):
Co (-0.05255, 0.04767, 0.94675)  1.072
C (3.01316, -0.28095, 0.62299)  0.005
N (2.04196, 0.56326, 1.32514)  0.016
C (2.29409, 1.96718, 0.98961)  -0.010
C (2.16227, 0.36814, 2.78323)  0.004
C (0.88308, 0.77351, 3.47525)  0.003
N (-0.18466, 0.07119, 2.77735)  -0.038
C (-1.39971, -0.18012, 3.39591)  -0.006
C (-2.33068, -0.95025, 2.69752)  -0.002
F (-2.00723, -1.38018, 1.44888)  -0.004
C (-3.56529, -1.28753, 3.19431)  0.011
F (-4.38235, -2.02544, 2.42899)  0.000
C (-3.96202, -0.88215, 4.45199)  -0.006
C (-3.06002, -0.12486, 5.16361)  0.003
F (-3.38169, 0.31445, 6.38895)  0.000
C (-1.82144, 0.22844, 4.65916)  -0.003
F (-1.05144, 1.02857, 5.42167)  0.000
H (4.03205, -0.06643, 0.97009)  0.002
H (2.96163, -0.08549, -0.44689)  0.001
H (2.79082, -1.33204, 0.79284)  -0.002
H (3.33540, 2.23382, 1.21227)  0.000
H (1.63216, 2.61103, 1.56209)  0.001
H (2.09370, 2.13864, -0.06581)  0.001
H (3.02578, 0.92359, 3.17082)  -0.001
H (2.33553, -0.69496, 2.95613)  -0.002
H (0.75249, 1.86229, 3.45939)  -0.001
H (0.95330, 0.48807, 4.52359)  -0.003
H (-4.92980, -1.14080, 4.85569)  -0.001
C (1.61371, -1.22037, -5.38980)  0.000
C (0.18161, -0.72095, -5.24146)  0.000
C (0.13820, 0.75763, -4.86978)  0.000
C (-0.62253, -1.57483, -4.26426)  0.000
N (-0.17223, -1.43661, -2.87154)  0.000
C (-0.54175, -0.56537, -1.94555)  -0.004
N (0.17780, -0.79327, -0.87006)  0.000
N (0.97896, -1.85095, -1.15336)  -0.002
N (0.78904, -2.22636, -2.36200)  -0.001
H (2.16522, -0.59622, -6.09431)  0.000
H (1.64970, -2.25034, -5.74948)  0.000
H (2.14352, -1.18696, -4.43522)  0.000
H (-0.33396, -0.84776, -6.19893)  0.000
H (0.70031, 0.95025, -3.95135)  0.000
H (-0.88279, 1.12029, -4.72345)  0.000
H (0.59466, 1.35982, -5.65574)  0.000
H (-0.55169, -2.63457, -4.49909)  0.000
H (-1.67424, -1.29175, -4.27023)  0.000
H (-1.31377, 0.18112, -2.05807)  -0.001
Cl (-0.44817, 3.61765, -0.16216)  -0.008
Si (-1.38335, 1.86363, 0.49163)  -0.022
Cl (-2.88683, 1.62585, -1.00269)  -0.002
Cl (-2.50001, 2.53142, 2.11536)  0.001

A molecular structure, C15H21Cl3CoN2O5Si. Source: the OMol25 dataset; level of theory: ωB97M-V with the def2-TZVPD basis set.

The value obtained for the relative energy (zero: lowest compared OMol25 entry of this formula, charge and spin) is 0.6446 eV. Its HOMO energy (spin up / spin down) is -1.41 / -2.46 eV. As for the spin multiplicity: 2. For the max |F|, the calculation gives 1.30 eV/A. As for the net charge: -2. Its lowest unoccupied orbital energy (spin up / spin down) is 5.09 / 5.09 eV. The calculation puts the calculated total energy at -4122.98229 Ha.

Each line ends with the Mulliken spin population.
Geometry (Å):
Co (-0.34456, -0.00637, -1.00341)  0.965
O (0.14619, -2.60436, 0.84582)  0.004
C (0.86900, -3.20763, -0.19000)  -0.013
C (1.63485, -2.25103, -1.09886)  0.051
N (0.87874, -1.44439, -2.07407)  -0.013
C (-0.03572, -2.24235, -2.87361)  0.003
C (-1.32322, -2.53838, -2.08118)  0.002
O (-1.98115, -3.53357, -2.35940)  0.001
O (-1.58795, -1.66771, -1.18952)  -0.006
C (1.83618, -0.63091, -2.81268)  0.004
C (2.33230, 0.52085, -1.91731)  -0.001
O (3.48049, 0.93344, -2.04095)  0.000
O (1.43814, 0.96711, -1.13452)  0.008
H (-0.63234, -2.17838, 0.43907)  0.008
H (0.22682, -3.88027, -0.77063)  -0.002
H (1.63037, -3.83289, 0.29203)  -0.001
H (2.37113, -2.86087, -1.65450)  -0.001
H (2.19515, -1.55347, -0.46963)  -0.018
H (0.40581, -3.19061, -3.22171)  0.000
H (-0.32511, -1.65464, -3.74644)  0.002
H (1.33381, -0.19383, -3.67740)  0.001
H (2.70342, -1.21366, -3.16301)  0.000
Cl (-3.63596, 1.19605, -2.79332)  0.008
Si (-1.48793, 1.29686, -2.63062)  0.042
Cl (-1.23450, 3.42967, -2.71798)  0.007
Cl (-0.97707, 0.81119, -4.69460)  0.005
C (1.14540, 2.99185, 1.21231)  -0.002
N (1.43713, 2.08095, 2.30524)  0.000
C (0.99620, 2.63348, 3.56119)  -0.001
C (0.95948, 0.71298, 2.04959)  0.011
C (-0.54314, 0.56231, 1.93011)  -0.047
C (-1.28523, 0.50151, 3.11208)  -0.008
C (-2.66598, 0.43701, 3.10094)  0.005
C (-3.32473, 0.43568, 1.87994)  -0.003
C (-2.59096, 0.46299, 0.70363)  0.046
C (-1.18766, 0.50595, 0.68118)  -0.059
H (1.68064, 3.93108, 1.38087)  0.000
H (0.07102, 3.21848, 1.12769)  0.000
H (1.47303, 2.55840, 0.27146)  0.003
H (1.53420, 3.56713, 3.75115)  0.000
H (1.21905, 1.94016, 4.37671)  0.000
H (-0.08390, 2.85584, 3.59462)  0.000
H (1.32887, 0.08427, 2.86756)  0.008
H (1.43452, 0.38072, 1.12817)  -0.004
H (-0.76044, 0.49028, 4.06273)  -0.001
H (-3.22067, 0.37305, 4.03308)  0.001
H (-4.40734, 0.38476, 1.84153)  0.000
H (-3.12638, 0.42127, -0.23339)  -0.003

no.,M (Da)
1,340.4
2,1015.8
3,490.0
4,1270.6
5,554.7
6,502.7